{
  "formula": "C28H77BeClN7O11",
  "method": "ωB97M-V/def2-TZVPD",
  "charge": 1,
  "homo_energy_ev": -10.61,
  "energy_ev": -76148.724,
  "fmax_ev_per_a": 3.2,
  "mol_weight_g_mol": 732.427,
  "symbols": ["C", "C", "H", "C", "H", "H", "O", "C", "H", "H", "H", "H", "C", "H", "C", "H", "H", "H", "H", "C", "C", "H", "N", "C", "H", "H", "H", "H", "H", "H", "C", "H", "H", "Be", "H", "N", "H", "H", "C", "H", "H", "O", "H", "C", "H", "H", "H", "H", "H", "C", "N", "H", "H", "H", "H", "H", "H", "C", "H", "H", "O", "H", "H", "C", "O", "O", "C", "H", "H", "H", "H", "H", "H", "H", "C", "H", "H", "O", "O", "H", "H", "H", "H", "H", "N", "H", "O", "H", "C", "H", "H", "H", "C", "H", "C", "H", "Cl", "H", "H", "C", "C", "H", "C", "C", "H", "C", "C", "H", "O", "H", "H", "H", "N", "C", "N", "H", "H", "O", "C", "O", "H", "H", "H", "H", "N"],
  "coordinates": [[-4.02303, -4.11210, -1.72390], [3.04958, -4.06105, -3.62682], [-2.54158, 1.48763, 2.44846], [0.53964, 2.47881, 1.75253], [0.59632, -3.75431, -5.06603], [3.16771, -4.80709, -4.40989], [-1.93419, 1.01077, 0.52342], [-2.24570, 1.07743, -0.89315], [-3.24716, 3.21388, 7.31236], [3.62760, -4.34425, -2.74648], [1.57726, -2.30624, -4.71486], [-3.63687, -4.13019, -2.76212], [1.61288, -3.73295, -3.17961], [4.47147, 2.98410, -2.61245], [0.95891, -0.94565, 3.78304], [-1.11807, -2.13020, 4.30311], [0.54323, -5.03035, -1.79929], [3.55389, -3.17179, -4.00930], [1.74881, -3.07405, -2.27662], [4.05379, 3.33599, -4.74095], [-3.68774, -2.76983, -1.11419], [-2.02730, -2.20888, 2.85682], [3.52929, 1.28004, -3.45799], [3.71169, 2.76118, -3.36228], [2.74888, 1.15989, -4.11017], [-1.00786, -1.03888, -1.29008], [-3.31632, 2.47314, 1.12208], [0.17424, 3.36129, 1.23840], [-1.89389, 2.13681, 7.56979], [2.57040, 2.40496, -0.44312], [-1.28052, 1.22190, -3.14225], [4.93837, 2.02405, 0.00335], [-1.83784, -2.97468, -1.88223], [0.86295, -0.06077, 0.19178], [5.51795, 0.63982, 0.83999], [-2.19034, -2.56899, -1.02158], [1.73720, 2.57730, -2.47734], [-2.73177, 2.00944, -1.03655], [2.35245, 3.35815, -2.96229], [3.13103, -1.03282, -0.59053], [-0.63648, -1.14932, 0.78820], [1.13491, 1.64960, 0.70673], [-0.33634, 1.23647, -3.68973], [2.91126, 5.61291, -2.72169], [2.86727, 2.68453, 1.20680], [-2.92804, 0.07573, 5.51718], [-1.83718, -3.15597, -0.26123], [3.67773, 0.81430, 4.04089], [-3.72220, 2.40884, 5.08580], [-1.33962, -2.48012, -4.97840], [2.59067, -0.15768, -0.51320], [-1.80135, 4.05985, 5.39842], [-3.92618, -1.74664, 0.80707], [-1.09275, -1.92969, -5.87259], [3.42835, 0.13721, 1.36160], [-3.64390, -3.50252, 0.82864], [1.87191, 3.67786, -3.88183], [3.36653, 0.60259, 0.42015], [0.68762, -2.15290, 1.13156], [0.28918, -0.54690, -2.06548], [3.68546, -3.98139, 1.60257], [4.37573, 0.90510, -3.90881], [5.01275, 2.95165, -5.05229], [-6.35489, -1.70494, 0.20149], [-1.91561, 3.35226, 3.48214], [3.03308, -4.79715, -0.55866], [-0.95486, 1.00040, -1.65967], [-3.90778, -1.93929, -1.80237], [3.60927, -0.96309, 3.45078], [1.47424, -5.80601, -2.82180], [-3.48393, 1.47921, 7.41934], [-1.89077, 0.38668, -3.54072], [-0.29966, 1.96240, 2.15228], [-0.63480, 2.85795, 5.07327], [-2.80689, 4.41394, 3.33973], [3.97922, 5.65735, -3.03166], [4.07178, 4.43043, -4.76560], [1.82979, 0.12326, 3.50181], [-5.59754, -2.90840, 0.44643], [3.30094, 2.98686, -5.42173], [-2.30429, -2.04262, -4.65958], [-2.94555, 0.31770, -1.17790], [-1.84175, 2.15817, -3.27318], [2.77438, 0.37862, -1.39513], [0.26948, -1.23664, 1.30295], [-3.74260, 4.27248, 3.89472], [2.47843, 4.44512, -2.02495], [-0.63281, -0.08874, 2.73916], [-4.21714, -2.70418, 0.33311], [-3.03715, 4.43826, 2.28041], [-3.77113, 0.77486, 1.49347], [-1.41814, 0.50058, 5.20008], [-2.80907, 2.26417, 7.02282], [1.57317, -1.83444, 3.96296], [3.10338, -0.12627, 4.04010], [2.35789, 5.67446, -3.65796], [2.71655, -3.96560, 0.57314], [3.05663, -0.45891, 5.07278], [-0.35133, 1.88988, -1.37787], [-2.98913, 1.49562, 1.45281], [2.57135, 1.92043, 0.50724], [0.41652, -0.70988, 4.70837], [-0.11763, -1.05003, 2.69476], [-2.70993, 2.14895, 5.49282], [-5.88658, -0.90671, 0.76662], [-1.69953, 3.10902, 4.85919], [4.84395, 0.96395, 0.04144], [-5.09182, -4.20284, -1.86025], [2.58230, -2.55877, 0.15044], [-6.36175, -1.40917, -0.86486], [-1.38403, -3.50040, -5.29609], [2.74011, 6.47047, -2.09073], [-2.35217, 0.78855, 5.09057], [-0.98565, -2.19112, 3.21364], [0.91069, -4.98502, -2.72466], [-0.57362, -3.20692, 3.07247], [-3.65059, -4.89508, -1.07488], [-0.37757, -2.28969, -3.98163], [0.84992, -3.01318, -4.28918], [1.45498, -4.36019, 1.18591], [1.21565, 2.71208, 2.57471], [5.26516, 0.45596, -0.81633], [-7.36677, -1.87290, 0.56416], [-2.36337, 5.39358, 3.67990], [-0.34164, -0.25045, -1.31402]],
  "mulliken_charge": [-1.5919, -1.8260, -0.0832, -0.4593, 0.4069, 0.4508, 0.2881, -1.6760, 0.4571, 0.4240, 0.1597, 0.4326, 2.3456, 0.3611, -1.6103, 0.5238, 0.2357, 0.3981, -1.1621, -1.4512, 0.1377, 0.2758, -0.4502, 0.0717, 0.2181, -0.7166, 0.2083, 0.4489, 0.3491, 0.0742, -1.6819, 0.4086, -0.0545, -0.7364, 0.3610, -0.4741, -0.5183, 0.7265, -0.3153, 0.3640, -0.6282, 0.0487, 0.3021, -0.8669, 0.7362, 0.2533, 0.1793, 0.2377, 0.1796, -0.9759, 0.7221, 0.4768, -0.0935, 0.3310, -0.2965, 0.4763, 0.8636, 1.3082, -0.2535, -0.0844, -0.7139, 0.2835, 0.4453, -0.5500, 0.0440, -0.6563, 1.7147, 0.3510, 0.3561, 0.2553, 0.3936, 0.2371, -0.5614, 0.2893, -1.0025, 0.2574, 0.3634, -0.1273, -0.4434, 0.4166, 0.2171, 0.1424, 0.4788, -0.1971, 1.9943, 0.3775, -0.3272, -1.2213, -0.1839, 0.3115, -0.2082, 0.0785, -1.7642, 0.6286, -1.0311, 0.4171, 1.8907, 0.3731, -0.4724, 0.0326, -1.3202, 0.3866, 2.6457, 0.4971, 0.1822, -0.8512, -1.5132, 0.4026, -0.9567, 0.2431, 0.4640, 0.2674, -0.3186, -1.8798, -0.5930, 0.3433, 0.3263, -0.1011, -0.9779, -0.7469, 0.4967, 0.3192, 0.2958, 0.3079, 1.9552]
}